Record 1
ORCA calculation (wB97M-V/def2-TZVPD) on 7 unconnected molecules or ions with the total composition C19H49BN13O9 at a distorted geometry.

The geometry in XYZ format:
```
91
Properties=species:S:1:pos:R:3:forces:R:3:mulliken_charge:R:1
C -2.179 3.183 -2.656 0.66 0.50 0.43 -0.73
B -2.315 2.433 -1.241 -0.99 -0.36 0.11 1.01
O -3.614 2.332 -0.646 1.57 -0.77 -1.03 -0.58
C -1.050 1.755 -0.440 -0.30 0.40 0.52 0.73
C -1.182 0.187 -0.591 1.89 -0.32 -3.42 -0.30
C -0.459 -0.315 -2.027 -2.76 -1.56 -0.16 0.11
C -1.326 -1.425 -2.861 2.64 3.85 1.39 -0.72
O -1.172 0.070 -3.276 1.03 -2.76 1.98 -0.40
C 0.268 2.458 -0.961 0.21 0.51 0.97 -1.77
C 1.532 2.421 0.021 2.06 0.96 -2.34 1.30
C 2.493 3.602 -0.515 -0.25 -0.43 -0.66 -1.54
C 2.376 1.088 -0.186 -0.69 0.52 -0.12 -1.44
N 1.235 2.764 1.431 -1.81 0.52 -0.83 0.71
O 1.177 4.044 1.653 0.52 -0.79 -0.15 -0.62
C 0.059 2.059 2.003 -1.28 -0.24 2.88 1.81
C -0.322 2.867 3.348 -0.34 -0.76 0.10 -1.59
C 0.395 0.572 2.533 0.09 0.42 0.17 -1.46
C -1.262 2.109 1.114 0.08 -0.84 -0.39 -1.63
H -3.129 3.244 -3.255 1.00 -0.10 0.64 0.25
H -1.811 4.240 -2.426 -0.50 -1.12 -0.47 0.26
H -1.328 2.709 -3.239 -1.12 0.61 0.53 0.07
H -3.658 1.499 -0.139 0.01 0.79 0.25 0.28
H -2.258 -0.093 -0.763 1.02 0.02 0.70 0.52
H -0.633 -0.448 0.154 -0.87 0.76 -0.31 -0.01
H 0.703 -0.423 -2.038 -2.27 0.40 -0.27 0.23
H -0.619 -2.114 -3.388 -1.34 0.57 0.10 0.27
H -2.353 -1.667 -2.495 1.20 0.08 -0.56 0.31
H 0.647 2.139 -1.972 -0.59 0.12 0.92 0.26
H 0.023 3.566 -1.069 0.24 -1.36 0.14 0.49
H 3.340 3.761 0.207 -0.91 0.06 -0.70 0.44
H 2.927 3.300 -1.523 -0.52 0.18 1.24 0.32
H 1.907 4.550 -0.727 0.86 -1.10 0.66 0.32
H 3.313 1.094 0.442 -1.15 -0.19 -0.43 0.32
H 2.713 1.099 -1.272 -0.54 -0.20 1.29 0.32
H 1.701 0.207 0.005 1.13 0.61 -0.14 0.18
H -0.939 3.776 3.104 0.95 -0.76 0.38 0.24
H 0.596 3.117 3.961 -1.05 -0.11 -0.90 0.39
H -0.949 2.194 4.016 0.61 0.77 -0.98 0.40
H 0.433 0.584 3.669 0.01 0.07 -1.42 0.47
H 1.402 0.201 2.196 -1.13 0.22 0.08 0.32
H -0.459 -0.110 2.268 1.12 0.57 0.18 -0.06
H -1.810 3.085 1.235 0.88 -0.74 -0.13 0.47
H -1.954 1.310 1.546 0.93 1.23 -0.48 -0.03
C -3.118 -1.175 3.248 0.06 0.12 -0.04 0.44
O -2.803 -0.077 2.805 -0.25 -0.23 0.07 -0.59
N -2.522 -2.326 2.844 0.23 -0.33 -0.30 -0.15
N -4.092 -1.335 4.180 -0.39 0.21 0.26 -0.44
H -2.767 -3.237 3.195 0.05 -0.06 0.06 0.15
H -1.796 -2.248 2.154 -0.05 0.07 0.11 0.18
H -4.556 -0.505 4.505 0.08 -0.08 -0.01 0.22
H -4.365 -2.225 4.555 0.08 0.01 -0.04 0.16
C 0.922 3.546 -5.670 -0.09 0.06 0.41 0.64
O 0.914 3.976 -4.528 0.06 -0.07 -0.15 -0.58
N 0.250 2.419 -6.032 -0.28 -0.44 0.12 -0.32
N 1.603 4.156 -6.678 0.35 0.38 -0.26 -0.45
H 0.243 2.049 -6.963 0.00 0.06 0.03 0.16
H -0.265 1.940 -5.311 0.03 0.00 -0.07 0.23
H 2.111 4.991 -6.448 -0.07 -0.09 -0.02 0.23
H 1.622 3.819 -7.623 -0.03 0.00 0.05 0.14
C 2.614 -3.219 -2.133 -0.03 0.26 0.25 0.77
O 2.603 -2.799 -0.990 0.00 -0.04 -0.03 -0.69
N 1.949 -4.343 -2.509 -0.36 -0.58 0.00 -0.43
N 3.290 -2.598 -3.138 0.42 0.32 -0.22 -0.41
H 1.945 -4.703 -3.445 -0.01 0.04 0.03 0.16
H 1.437 -4.833 -1.796 0.09 0.04 -0.07 0.21
H 3.797 -1.762 -2.902 -0.07 -0.06 -0.04 0.23
H 3.308 -2.927 -4.086 -0.04 0.04 0.03 0.16
C -2.761 -6.147 2.205 -0.07 -0.02 0.26 0.67
O -2.779 -5.726 3.352 -0.04 0.19 -0.13 -0.66
N -3.429 -7.268 1.827 -0.28 -0.37 0.11 -0.39
N -2.071 -5.530 1.211 0.32 0.41 -0.24 -0.32
H -3.427 -7.631 0.893 0.02 0.03 0.04 0.16
H -3.951 -7.752 2.538 0.06 0.04 -0.08 0.23
H -1.565 -4.698 1.455 0.01 -0.13 -0.07 0.16
H -2.042 -5.857 0.264 -0.03 0.00 0.05 0.16
C -2.440 4.416 6.030 0.28 -0.37 -0.03 0.68
O -1.671 3.482 6.188 -0.16 0.16 0.11 -0.61
N -3.293 4.490 4.974 -0.30 -0.18 -0.43 -0.36
N -2.510 5.462 6.898 0.09 0.34 0.47 -0.42
H -3.933 5.247 4.824 0.06 -0.01 0.02 0.16
H -3.268 3.733 4.311 0.04 0.08 0.05 0.22
H -1.894 5.442 7.691 -0.06 0.00 -0.10 0.23
H -3.134 6.239 6.787 0.03 -0.05 -0.03 0.15
C 6.500 -6.340 -1.673 0.36 -0.29 0.20 0.59
O 7.265 -7.280 -1.530 -0.16 0.14 -0.07 -0.64
N 5.634 -6.254 -2.719 -0.34 -0.13 -0.56 -0.34
N 6.447 -5.298 -0.801 0.10 0.30 0.35 -0.32
H 4.998 -5.490 -2.857 0.04 0.00 0.09 0.18
H 5.644 -7.006 -3.385 0.03 0.07 0.09 0.19
H 7.073 -5.326 -0.016 -0.07 0.00 -0.08 0.20
H 5.825 -4.516 -0.901 -0.01 -0.05 0.01 0.16
```
Forces are in eV/Å.

Calculated values
E_tot ... -2167.28497 Ha
⟨S²⟩ ... 0.75
Gap between HOMO and LUMO (alpha / beta) ... 7.386 / 8.404 eV
Charge ... 0
Molecular weight ... 614.495 g/mol
2S+1 ... 2

***

Record 2
ORCA calculation (wB97M-V/def2-TZVPD) on a molecular structure, C6H10O.

The geometry in XYZ format:
```
17
Properties=species:S:1:pos:R:3:forces:R:3:nbo_charge:R:1
C 1.856 -0.647 0.076 0.03 -0.02 -0.03 -0.60
C 0.623 0.131 0.508 0.04 0.03 0.06 -0.23
C 0.347 1.431 -0.325 0.26 0.05 -0.04 -0.44
C -1.179 1.652 -0.489 -0.06 -0.40 0.19 -0.15
C -1.507 0.513 0.029 -0.12 0.13 -0.11 -0.18
C -0.715 -0.682 0.430 -0.03 0.19 0.27 0.01
O -0.748 -1.747 -0.493 0.01 0.04 -0.19 -0.70
H 1.766 -0.995 -0.959 0.02 0.05 0.14 0.20
H 2.742 -0.006 0.132 -0.12 -0.07 0.01 0.22
H 2.028 -1.525 0.706 -0.03 0.10 -0.07 0.22
H 0.730 0.428 1.559 -0.02 -0.04 -0.15 0.21
H 0.763 1.347 -1.338 -0.05 0.03 0.14 0.22
H 0.823 2.304 0.135 -0.10 -0.13 -0.09 0.23
H -2.970 -0.015 -0.351 0.11 -0.05 -0.20 0.17
H -3.011 0.320 0.358 0.05 0.09 0.20 0.16
H -0.989 -1.128 1.389 0.05 0.09 -0.13 0.20
H -0.559 -1.382 -1.367 -0.04 -0.10 0.01 0.47
```
Forces are in eV/Å.

Calculated values
E_tot ... -309.64027 Ha
Gap between HOMO and LUMO ... 9.270 eV
Charge ... 0
Molecular weight ... 98.145 g/mol

***

Record 3
ORCA calculation (wB97M-V/def2-TZVPD) on 3 unconnected molecules or ions with the total composition C4H6ClNO at a distorted geometry.

The geometry in XYZ format:
```
13
Properties=species:S:1:pos:R:3:forces:R:3:nbo_charge:R:1
C -1.857 1.790 0.509 -2.33 -1.74 -1.18 0.71
C 2.295 0.722 0.411 -0.09 -0.16 0.10 0.26
C -0.690 2.325 0.760 -0.90 -0.45 -0.33 -0.78
C 2.449 -1.698 -0.375 -1.04 0.81 1.17 -0.42
N 2.277 -0.411 0.148 -0.33 1.70 0.37 -0.50
O -2.907 1.272 0.247 3.04 1.62 0.90 -0.48
Cl -4.948 -1.556 -0.890 2.02 -0.29 -0.65 -0.28
H -3.657 -1.717 -1.291 -2.04 0.29 0.65 0.28
H -0.668 3.092 1.463 -0.16 1.23 1.20 0.26
H 0.257 2.093 0.340 0.30 -0.61 -0.57 0.28
H 1.783 -2.360 0.117 -0.91 -0.74 0.15 0.22
H 3.392 -1.943 -0.038 2.32 -1.12 -0.20 0.23
H 2.274 -1.609 -1.401 0.13 -0.54 -1.63 0.23
```
Forces are in eV/Å.

Calculated values
E_tot ... -746.10051 Ha
Gap between HOMO and LUMO ... 9.554 eV
Charge ... 0
Molecular weight ... 119.551 g/mol